The following is a DFT calculation (ωB97M-V with the def2-TZVPD basis set) of a cluster of 16 separate species, C75H191N9O25 in total.

Geometry as ORCA input:
```
! wB97M-V def2-TZVPD RIJCOSX def2/J DEFGRID3
* xyz 0 1
C -24.251 3.674 10.289
C -23.005 3.269 11.134
C -23.202 1.976 11.985
O -22.032 3.057 10.139
H -24.471 2.946 9.508
H -24.151 4.622 9.761
H -25.050 3.887 10.999
H -22.788 4.138 11.756
H -22.300 1.888 12.590
H -23.320 1.031 11.454
H -23.981 1.911 12.746
H -21.922 3.886 9.667
C -30.796 0.216 15.019
C -30.673 1.646 14.492
C -31.328 2.745 15.356
O -29.263 1.909 14.386
H -30.235 -0.487 14.404
H -31.817 -0.164 15.054
H -30.409 0.231 16.038
H -31.113 1.612 13.496
H -32.398 2.587 15.489
H -31.070 3.736 14.983
H -30.904 2.665 16.357
H -29.113 2.669 13.819
C -32.763 3.134 9.658
C -33.150 4.598 9.594
C -34.440 4.831 8.803
O -33.172 5.277 10.848
H -31.926 2.902 10.317
H -32.516 2.817 8.645
H -33.566 2.424 9.856
H -32.294 5.069 9.111
H -34.714 5.880 8.688
H -35.219 4.188 9.211
H -34.226 4.461 7.801
H -33.832 5.975 10.823
C -26.909 4.997 14.429
C -25.598 4.206 14.489
C -24.367 5.051 14.031
O -25.405 3.841 15.796
H -26.925 5.781 15.186
H -27.742 4.366 14.737
H -27.205 5.414 13.467
H -25.776 3.306 13.900
H -24.180 5.873 14.722
H -24.575 5.513 13.066
H -23.496 4.398 13.986
H -25.928 3.059 15.987
C -27.546 10.278 12.773
C -28.671 9.290 13.052
C -30.036 9.850 12.675
O -28.481 8.081 12.404
H -26.559 10.006 13.146
H -27.791 11.207 13.287
H -27.333 10.466 11.721
H -28.661 9.060 14.117
H -30.753 9.047 12.498
H -30.088 10.603 11.888
H -30.488 10.333 13.541
H -29.022 7.425 12.850
C -30.213 8.464 9.505
C -30.629 7.911 8.180
C -32.172 7.897 7.899
O -30.023 8.711 7.184
H -30.276 7.745 10.322
H -30.880 9.257 9.844
H -29.160 8.742 9.551
H -30.250 6.890 8.144
H -32.836 7.605 8.713
H -32.324 7.310 6.994
H -32.459 8.903 7.591
H -30.144 8.325 6.313
C -34.036 7.074 20.681
C -33.740 7.649 22.026
C -34.984 8.225 22.747
O -33.138 6.708 22.848
H -34.939 6.467 20.733
H -33.311 6.461 20.146
H -34.323 7.833 19.953
H -32.981 8.420 21.894
H -35.782 7.557 23.073
H -35.399 9.050 22.169
H -34.644 8.696 23.669
H -33.654 5.901 22.792
C -33.228 10.792 10.923
O -34.110 9.800 11.467
C -33.540 8.559 11.902
C -34.674 7.611 12.304
N -35.405 7.248 11.124
C -36.598 6.510 11.453
C -37.762 7.503 11.604
O -38.238 8.056 10.410
C -39.392 8.751 10.619
H -32.682 10.474 10.034
H -32.589 11.192 11.710
H -33.799 11.608 10.480
H -32.913 8.734 12.775
H -32.844 8.074 11.217
H -35.394 8.192 12.880
H -34.274 6.765 12.863
H -35.615 8.107 10.636
H -36.457 5.858 12.316
H -36.758 5.860 10.592
H -37.459 8.346 12.224
H -38.572 7.115 12.223
H -39.752 9.161 9.676
H -39.188 9.629 11.232
H -40.162 8.154 11.107
C -32.822 4.536 17.807
O -33.644 4.950 16.701
C -35.012 4.716 16.928
C -35.892 5.549 15.943
N -36.056 6.943 16.358
C -34.769 7.640 16.349
C -34.923 9.167 16.189
O -35.733 9.438 15.049
C -35.530 10.732 14.477
H -32.643 3.479 18.007
H -33.027 4.967 18.786
H -31.818 4.840 17.512
H -35.266 4.945 17.963
H -35.257 3.682 16.682
H -36.841 5.014 15.895
H -35.450 5.436 14.953
H -36.552 7.426 15.623
H -34.123 7.288 15.545
H -34.183 7.367 17.226
H -33.904 9.538 16.078
H -35.307 9.538 17.139
H -35.858 11.456 15.223
H -36.137 10.739 13.572
H -34.482 10.861 14.207
C -33.077 12.793 22.176
O -33.295 11.417 21.785
C -32.642 11.121 20.573
C -32.955 12.109 19.388
N -32.462 11.661 18.100
C -32.714 12.600 17.006
C -31.650 12.322 15.859
O -30.422 12.920 16.164
C -29.440 12.967 15.105
H -33.539 12.936 23.153
H -33.636 13.519 21.584
H -32.021 13.045 22.265
H -32.839 10.101 20.244
H -31.577 11.160 20.800
H -32.478 13.051 19.659
H -34.041 12.198 19.347
H -31.468 11.482 18.091
H -32.715 13.646 17.313
H -33.707 12.449 16.583
H -32.069 12.916 15.047
H -31.522 11.291 15.528
H -29.750 13.430 14.169
H -29.133 11.935 14.933
H -28.579 13.490 15.521
C -23.222 10.210 9.778
O -22.685 8.853 9.926
C -23.345 7.768 9.293
C -24.776 7.449 9.630
N -25.384 6.556 8.691
C -26.751 6.138 9.045
C -27.185 4.926 8.276
O -28.319 4.385 8.989
C -29.007 3.398 8.274
H -24.202 10.380 10.226
H -23.322 10.469 8.724
H -22.562 10.955 10.224
H -22.790 6.862 9.537
H -23.295 7.983 8.226
H -25.329 8.380 9.754
H -24.591 7.001 10.606
H -25.417 7.025 7.797
H -27.545 6.845 8.804
H -26.811 5.984 10.122
H -26.411 4.167 8.162
H -27.565 5.262 7.312
H -29.261 3.578 7.230
H -30.000 3.201 8.678
H -28.479 2.444 8.269
C -34.534 2.937 13.426
O -35.876 2.996 12.996
C -36.070 2.531 11.647
C -37.557 2.368 11.251
N -38.336 1.435 12.020
C -37.776 0.084 12.071
C -38.646 -0.956 12.762
O -37.974 -2.193 12.624
C -38.313 -3.168 13.612
H -34.373 3.544 14.316
H -33.788 3.355 12.751
H -34.302 1.898 13.662
H -35.493 1.642 11.388
H -35.774 3.439 11.122
H -37.627 2.206 10.175
H -38.066 3.326 11.363
H -38.459 1.775 12.963
H -36.774 0.062 12.500
H -37.611 -0.213 11.035
H -39.589 -0.931 12.214
H -38.760 -0.714 13.818
H -39.323 -3.577 13.559
H -38.199 -2.767 14.618
H -37.709 -4.051 13.403
C -29.595 8.183 21.340
O -29.139 8.988 20.236
C -28.389 8.195 19.304
C -27.766 9.066 18.210
N -27.101 8.389 17.098
C -26.327 9.317 16.302
C -25.323 8.537 15.352
O -24.506 9.470 14.627
C -23.767 8.871 13.596
H -28.770 7.625 21.785
H -30.380 7.474 21.077
H -29.958 8.808 22.156
H -28.979 7.355 18.935
H -27.568 7.691 19.813
H -27.111 9.729 18.775
H -28.607 9.650 17.836
H -26.516 7.611 17.369
H -25.719 9.940 16.958
H -26.920 10.024 15.722
H -25.857 7.778 14.781
H -24.579 7.954 15.895
H -23.432 7.854 13.800
H -22.863 9.397 13.290
H -24.388 8.802 12.703
C -24.392 0.709 7.574
O -25.524 -0.023 8.128
C -26.054 0.455 9.365
C -27.132 -0.456 9.862
N -26.564 -1.713 10.260
C -27.638 -2.520 10.882
C -27.056 -3.918 11.302
O -27.969 -4.802 11.904
C -27.603 -6.109 12.245
H -24.660 1.762 7.488
H -24.269 0.340 6.555
H -23.471 0.489 8.114
H -26.449 1.452 9.169
H -25.278 0.550 10.124
H -27.884 -0.567 9.081
H -27.670 0.026 10.678
H -26.197 -2.173 9.439
H -28.496 -2.708 10.238
H -28.133 -2.030 11.721
H -26.186 -3.727 11.930
H -26.639 -4.342 10.389
H -27.307 -6.635 11.337
H -28.462 -6.658 12.631
H -26.725 -6.127 12.890
C -25.516 -1.545 13.847
O -25.666 -1.040 15.144
C -26.275 0.208 15.232
C -26.708 0.555 16.678
N -27.373 1.915 16.781
C -27.860 1.928 18.179
C -28.337 3.410 18.537
O -29.015 3.365 19.810
C -29.393 4.684 20.220
H -24.740 -1.029 13.282
H -26.436 -1.609 13.265
H -25.082 -2.539 13.957
H -27.175 0.243 14.620
H -25.531 0.920 14.875
H -25.785 0.521 17.257
H -27.371 -0.254 16.983
H -28.159 1.939 16.148
H -27.062 1.625 18.857
H -28.708 1.244 18.135
H -29.053 3.728 17.779
H -27.536 4.148 18.505
H -28.531 5.348 20.278
H -29.825 4.615 21.218
H -30.077 4.967 19.420
C -31.630 8.211 18.094
O -31.848 7.753 16.769
C -30.672 7.474 15.997
C -31.195 6.650 14.814
N -30.087 6.258 13.836
C -30.659 5.655 12.598
C -29.727 4.913 11.653
O -29.146 3.862 12.452
C -28.172 3.091 11.697
H -32.607 8.538 18.449
H -30.959 9.049 18.283
H -31.258 7.443 18.773
H -29.939 6.897 16.561
H -30.203 8.386 15.628
H -31.873 7.276 14.234
H -31.835 5.842 15.166
H -29.496 5.570 14.281
H -31.110 6.409 11.953
H -31.437 4.968 12.929
H -28.924 5.544 11.272
H -30.154 4.584 10.705
H -28.580 2.621 10.802
H -27.781 2.279 12.310
H -27.377 3.789 11.434
*
```

* Kohn-Sham gap: 9.1728 eV
* LUMO: 0.385 eV

---

The following is a DFT calculation (ωB97M-V with the def2-TZVPD basis set) of the ion C10H13NO2P with charge +1.

Geometry as ORCA input:
```
! wB97M-V def2-TZVPD RIJCOSX def2/J DEFGRID3
* xyz 1 1
C 2.201 -2.291 -2.623
C 2.849 -1.144 -2.282
C 1.098 -2.728 -1.922
C 2.349 -0.297 -1.324
C 0.572 -1.797 -0.933
C 1.152 -0.552 -0.698
C -0.438 2.407 0.901
C -2.295 1.250 1.846
C -0.133 1.422 -0.234
C -2.486 -0.185 2.255
N -0.932 1.519 1.908
O 0.554 0.304 0.282
O -1.240 -0.753 2.676
P 0.028 0.152 2.356
H 2.728 -2.947 -3.256
H 3.791 -0.892 -2.810
H 0.527 -3.605 -2.317
H 2.974 0.701 -1.229
H -0.482 -2.011 -0.543
H 0.538 2.885 1.231
H -1.224 3.282 0.664
H -2.704 1.384 0.763
H -2.802 2.110 2.439
H -1.112 1.157 -0.616
H 0.326 1.791 -1.070
H -3.144 -0.321 3.118
H -2.693 -0.839 1.420
*
```

* Kohn-Sham gap: 8.7875 eV
* LUMO: -4.008 eV

---

The following is a DFT calculation (ωB97M-V with the def2-TZVPD basis set) of an isolated molecule of C4H8O2.

Geometry as ORCA input:
```
! wB97M-V def2-TZVPD RIJCOSX def2/J DEFGRID3
* xyz 0 1
C -1.465 -0.805 -0.071
C -0.423 0.023 -0.719
O -0.199 2.055 0.085
C 0.757 1.372 0.630
C 0.960 -0.119 -0.465
O 1.483 -1.295 0.075
H -1.161 -1.220 0.895
H -2.397 -0.250 0.053
H -1.659 -1.646 -0.752
H -0.745 0.641 -1.548
H 0.564 0.803 1.574
H 1.752 1.866 0.738
H 1.624 0.215 -1.262
H 0.906 -1.641 0.766
*
```

* Kohn-Sham gap (alpha / beta): 7.4058 / 7.4046 eV
* LUMO (alpha / beta): -0.438 / -0.439 eV

---

The following is a DFT calculation (ωB97M-V with the def2-TZVPD basis set) of a structure of composition C38H46CuP2Si.

Geometry as ORCA input:
```
! wB97M-V def2-TZVPD RIJCOSX def2/J DEFGRID3
* xyz 0 2
Cu 0.368 -1.855 0.408
C 0.318 4.766 -0.116
C -0.906 4.279 0.129
C -2.118 4.591 -0.699
C -1.890 4.680 -2.246
C -1.039 3.572 -2.790
C 0.294 3.578 -2.893
C 1.167 4.739 -2.539
C 0.735 5.590 -1.309
C 0.489 -3.853 0.087
H 1.141 4.568 0.596
H -1.079 3.729 1.067
H -2.575 5.536 -0.345
H -2.888 3.818 -0.552
H -2.892 4.579 -2.713
H -1.528 5.683 -2.517
H -1.616 2.700 -3.133
H 0.802 2.756 -3.395
H 1.274 5.403 -3.415
H 2.183 4.386 -2.312
H 1.627 6.169 -0.991
H -0.020 6.336 -1.599
H 1.502 -4.287 0.048
H 0.159 -3.791 -0.958
H -0.257 -4.493 0.570
P -0.578 -0.067 1.377
P -0.197 -1.127 -1.641
C -1.056 0.927 -0.054
C -0.976 0.462 -1.338
C -1.973 -0.260 2.564
C -2.866 0.825 2.676
C -3.933 0.774 3.569
C -4.158 -0.340 4.369
C -3.311 -1.440 4.229
C -2.236 -1.418 3.325
C 0.791 0.772 2.303
C 2.090 0.710 1.752
C 3.190 1.197 2.465
C 3.020 1.783 3.719
C 1.740 1.859 4.258
C 0.636 1.346 3.576
C -1.258 -2.098 -2.771
C -2.440 -2.699 -2.280
C -3.315 -3.336 -3.171
C -3.006 -3.414 -4.535
C -1.792 -2.899 -4.999
C -0.907 -2.279 -4.122
C 1.422 -0.965 -2.491
C 2.462 -1.917 -2.416
C 3.662 -1.681 -3.098
C 3.841 -0.504 -3.832
C 2.830 0.462 -3.854
C 1.635 0.243 -3.173
H -1.383 1.951 0.143
H -1.421 1.004 -2.184
H -2.720 1.700 2.046
H -4.607 1.620 3.642
H -4.983 -0.364 5.093
H -3.496 -2.332 4.827
H -1.606 -2.308 3.211
H 2.258 0.240 0.775
H 4.183 1.116 2.034
H 3.889 2.178 4.268
H 1.601 2.323 5.231
H -0.357 1.373 4.038
H -2.676 -2.664 -1.212
H -4.250 -3.759 -2.805
H -3.708 -3.883 -5.234
H -1.539 -2.968 -6.058
H 0.065 -1.922 -4.472
H 2.339 -2.827 -1.828
H 4.463 -2.420 -3.055
H 4.771 -0.339 -4.389
H 2.965 1.394 -4.409
H 0.856 1.000 -3.148
C 1.308 -2.233 3.807
Si 1.168 -3.396 2.277
C 2.930 -4.044 2.059
C 0.035 -4.767 2.913
H 2.011 -1.401 3.641
H 1.699 -2.861 4.629
H 0.335 -1.827 4.117
H 3.306 -4.386 3.034
H 2.969 -4.888 1.357
H 3.594 -3.248 1.695
H 0.479 -5.197 3.816
H -0.960 -4.386 3.171
H -0.083 -5.574 2.184
*
```

* Kohn-Sham gap (alpha / beta): 4.7097 / 7.6745 eV
* expectation value of S²: 0.75
* LUMO (alpha / beta): 0.346 / 0.355 eV

---

Largest force on an atom? In order: 0.05593; 0.08371; 0.01330; 0.06657 Eh/bohr.